Formula: C4H9N4O
Source: OMol25
Level of theory: ωB97M-V with the def2-TZVPD basis set

Its energy above the lowest of the compared OMol25 structures with the same formula, charge and spin is 4.844 eV. As for the expectation value of S²: 2.02. The spin multiplicity is 3. As for the total charge: +1. As for the HOMO-LUMO gap (spin up / spin down): 7.580 / 5.393 eV.

Last column: Löwdin spin population.
Element x y z (Å)
C 0.02319 2.17057 0.39944  0.3304
C -0.64672 -2.59670 0.46668  0.0091
C -0.15723 1.78661 -2.18423  0.0164
C 0.78101 -0.96038 1.60650  0.0250
N 0.17596 1.35493 1.41339  0.0975
N 0.47050 0.22753 0.86248  0.4661
N 0.08560 1.43452 -0.77349  0.2877
N 0.42804 0.23494 -0.44047  0.6247
O -0.28855 -1.77873 1.53467  0.1091
H -0.41694 3.27183 0.40727  0.0037
H 0.00214 -3.51578 0.16192  0.0016
H -1.44969 -3.16891 0.70255  0.0014
H -0.79142 -2.11660 -0.46808  0.0043
H 0.70214 2.02351 -2.80968  0.0080
H -0.79344 0.94746 -2.50778  0.0040
H -0.76926 2.67080 -2.17176  0.0011
H 0.97431 -0.64597 2.57135  0.0006
H 1.67037 -1.33965 1.22924  0.0093